No. 1
# C30H37O5Pd

A molecular structure, C30H37O5Pd at a distorted geometry (ωB97M-V with the def2-TZVPD basis set, the Open Molecules 2025 dataset).

Results
Kohn-Sham gap (alpha / beta) ... 2.82 / 4.70 eV
⟨S²⟩ ... 6.046
E_HOMO (alpha / beta) ... -0.666 / -2.949 eV

Structure (ORCA input):
```
! wB97M-V def2-TZVPD RIJCOSX def2/J DEFGRID3
* xyz -1 5
C -0.69153 5.30483 -5.10039
C -0.24744 4.79125 -3.72220
C -0.45705 4.17213 -6.12563
C 0.55909 3.24224 -5.44152
H -0.04374 4.63322 -7.02820
H -1.40420 3.68305 -6.37267
C 0.94764 3.90333 -4.08674
H -1.06957 4.20293 -3.28728
H 0.00503 5.61992 -3.04362
C 1.24461 2.74865 -3.16186
H 1.83478 4.54750 -4.19101
H 1.46536 3.14288 -6.05927
C 0.10157 1.80044 -5.02024
C -2.09192 5.87017 -5.12961
C 0.11986 6.54066 -5.50926
O 0.63235 6.70827 -6.60789
O -2.95981 5.61441 -4.31144
O -2.27075 6.72294 -6.15578
O 0.21173 7.48873 -4.56310
C 0.79513 8.67545 -5.10860
H 0.80455 9.39380 -4.29554
H 0.16674 9.02604 -5.93246
H 1.80225 8.47279 -5.48093
C -3.53454 7.38107 -6.09026
H -4.35376 6.65565 -6.00912
H -3.60417 7.96722 -7.00484
H -3.54883 8.03848 -5.21145
O 0.51509 1.59641 -3.61946
H 0.98440 2.93623 -2.11094
H 2.32015 2.50956 -3.21546
C 0.80175 0.72775 -5.85717
C -1.40929 1.56166 -5.05844
H -1.80066 1.62852 -6.08317
H -1.94639 2.27606 -4.42050
H -1.62805 0.54831 -4.69005
H 0.55171 -0.27174 -5.47364
H 1.89199 0.85992 -5.81613
H 0.48486 0.77937 -6.90974
Pd 1.06833 0.17648 -1.22064
C 2.07428 -0.90358 0.21655
C 3.00751 -0.19969 -0.61517
C 2.70302 1.19738 -0.51725
H 3.78094 -0.64318 -1.24046
C 1.59122 1.35516 0.37054
C 1.21502 0.05713 0.82816
H 0.38364 -0.15546 1.50111
H 2.02549 -1.98495 0.33306
H 3.24096 1.99651 -1.02870
H 1.10043 2.29767 0.64065
C -2.65791 -0.56817 0.30205
C -2.30737 -0.52735 1.68799
C -1.89654 0.80794 2.00070
H -2.35542 -1.36494 2.38118
C -1.96406 1.57966 0.79486
C -2.43032 0.72567 -0.25489
H -2.60790 1.01721 -1.28970
H -3.05653 -1.42897 -0.22920
H -1.59847 1.18086 2.97736
H -1.72706 2.63474 0.70264
C -0.09030 -2.38846 -1.70606
C -0.01840 -3.57133 -0.94001
C 1.21310 -4.23655 -0.61420
C 1.21836 -5.47956 0.00621
C 0.00596 -6.12496 0.31614
C -1.21677 -5.49051 0.02848
C -1.22754 -4.23023 -0.55066
H -1.07516 -1.94648 -1.87812
H 0.74776 -2.11178 -2.35363
H 2.16044 -3.78237 -0.92329
H 2.16545 -5.99097 0.21354
H 0.00742 -7.11559 0.77614
H -2.16267 -6.01280 0.22103
H -2.17547 -3.74605 -0.80043
*
```

---

No. 2
# C30H38AsCl2N5O7PbS2Te

A molecular structure, C30H38AsCl2N5O7PbS2Te (ωB97M-V with the def2-TZVPD basis set, the Open Molecules 2025 dataset).

Results
Kohn-Sham gap (alpha / beta) ... 9.15 / 5.66 eV
ΔE to the lowest compared entry with this formula, charge and spin ... 0.0 kJ/mol
⟨S²⟩ ... 0.758
E_HOMO (alpha / beta) ... -11.208 / -11.331 eV

Structure (ORCA input):
```
! wB97M-V def2-TZVPD RIJCOSX def2/J DEFGRID3
* xyz 1 2
Pb -2.06016 2.27059 -1.20342
O 2.80548 1.88931 -0.53979
As 1.42375 1.63804 -1.60218
O 1.40745 2.79857 -2.76081
O 0.06433 1.62777 -0.56444
C 1.82434 -0.17973 -2.07202
C 3.15158 -0.58543 -2.00709
C 3.48411 -1.90853 -2.27189
C 2.49929 -2.82725 -2.59282
C 1.17252 -2.42605 -2.67984
C 0.84336 -1.10393 -2.42793
S -0.85018 -0.62483 -2.63449
O -0.79018 0.75803 -3.13053
O -1.46535 -1.59587 -3.48912
O -1.42018 -0.64594 -1.24932
H 2.93251 2.83780 -0.40776
H 3.91738 0.12670 -1.73512
H 4.52039 -2.21753 -2.22944
H 2.76271 -3.85691 -2.79729
H 0.39294 -3.12058 -2.96135
C -0.10780 5.72583 -5.30049
C -0.36818 5.98228 -3.86536
N -0.17079 7.09145 -3.22859
N -0.52426 6.80241 -1.93730
C -0.93459 5.55005 -1.75583
S -1.40461 4.81782 -0.29822
N -0.86109 5.02059 -3.00170
N -1.11309 3.67823 -3.27055
H 0.25032 6.64148 -5.76200
H -1.01486 5.40352 -5.81365
H 0.64723 4.94639 -5.41224
H -0.44368 7.50710 -1.22302
H -1.66137 3.57999 -4.12257
H -0.18157 3.20826 -3.34416
Cl -4.22661 0.42518 -3.24288
C -3.72130 0.32035 -4.93752
Cl -3.20312 1.89961 -5.56954
H -4.57066 -0.01258 -5.51907
H -2.88499 -0.36837 -4.98221
C -4.38814 0.55267 2.03768
C -2.97728 0.42910 1.54204
O -2.34087 1.47608 1.19264
N -2.45176 -0.77556 1.45372
Te -0.56462 -0.45480 1.01958
C 0.02307 -0.19935 3.10115
C 0.54335 1.03621 3.48693
C 0.75871 2.18611 2.54460
C 0.87400 1.19455 4.82955
C 0.69859 0.17461 5.75307
C 1.04862 0.36591 7.20359
C 0.17398 -1.03324 5.31110
C -0.18063 -1.26275 3.98562
C -0.71816 -2.62338 3.61861
C 0.23642 -2.35314 0.68680
C 1.62476 -2.43761 0.89305
C 2.49595 -1.28466 1.33707
C 2.23658 -3.67014 0.70804
C 1.51831 -4.78590 0.30024
C 2.19725 -6.10726 0.07545
C 0.15312 -4.64579 0.06900
C -0.51974 -3.44328 0.23387
C -2.00255 -3.41839 -0.02620
H -5.05107 0.62368 1.17278
H -4.48777 1.46499 2.62076
H -4.68049 -0.31343 2.62461
H -0.16815 2.48661 2.05649
H 1.47743 1.93878 1.76291
H 1.14752 3.04706 3.08616
H 1.27722 2.14639 5.15549
H 1.51485 1.33432 7.37539
H 1.73479 -0.40996 7.54491
H 0.15393 0.30567 7.82524
H 0.02614 -1.83910 6.02217
H -1.06772 -3.12884 4.51637
H 0.06140 -3.24246 3.16939
H -1.55117 -2.56043 2.91787
H 2.40740 -1.10951 2.41049
H 2.27281 -0.34529 0.82217
H 3.53953 -1.50209 1.11754
H 3.30432 -3.75319 0.87612
H 3.20307 -6.11459 0.49139
H 2.27128 -6.32214 -0.99259
H 1.62957 -6.91976 0.52896
H -0.41723 -5.50721 -0.26117
H -2.26692 -4.24744 -0.67915
H -2.33768 -2.49220 -0.48855
H -2.55310 -3.53362 0.91061
*
```

---

No. 3
# C30H38AuGe2N8P

A molecular structure, C30H38AuGe2N8P at a distorted geometry (ωB97M-V with the def2-TZVPD basis set, the Open Molecules 2025 dataset).

Results
Kohn-Sham gap (alpha / beta) ... 5.83 / 5.26 eV
ΔE to the lowest compared entry with this formula, charge and spin ... 195.8 kJ/mol
⟨S²⟩ ... 0.826
E_HOMO (alpha / beta) ... -15.827 / -15.890 eV

Structure (ORCA input):
```
! wB97M-V def2-TZVPD RIJCOSX def2/J DEFGRID3
* xyz 3 2
Au -1.54886 -0.23810 -1.15196
C -6.57351 0.55201 1.29375
N -5.41039 0.86872 0.50771
C -5.23505 2.04911 -0.13397
C -4.01522 1.99009 -0.75019
N -3.46150 0.78843 -0.48475
C -4.31471 0.10969 0.27745
P -4.15137 -1.58920 0.93592
C -3.55158 -2.44019 -0.57385
N -2.59755 -1.99724 -1.38820
C -2.37696 -2.95279 -2.32172
C -3.20626 -4.00618 -2.05902
N -3.93365 -3.67170 -0.96194
C -4.90119 -4.52506 -0.32698
C -2.46644 -1.54155 1.65048
N -1.33588 -1.24169 1.01441
C -0.32022 -1.61377 1.82257
C -0.83932 -2.14414 2.97424
N -2.18788 -2.10524 2.84877
C -3.12430 -2.53243 3.85663
H -7.47287 0.63906 0.68284
H -6.66518 1.25194 2.12688
H -6.49858 -0.46089 1.68525
H -5.97774 2.82149 -0.13184
H -3.52648 2.71980 -1.36481
H -1.67054 -2.82409 -3.11686
H -3.31338 -4.94308 -2.57008
H -5.43884 -5.09253 -1.08540
H -5.61091 -3.92528 0.24273
H -4.40819 -5.23039 0.34654
H 0.70689 -1.49764 1.53830
H -0.35218 -2.55139 3.83673
H -2.65418 -3.27494 4.50063
H -4.00862 -2.97647 3.39811
H -3.43625 -1.68845 4.47430
C 6.03124 -0.18838 -0.22901
Ge 4.38969 -1.24661 -0.63561
C 4.18585 -1.88952 -2.52052
C 3.93505 -2.72569 0.63265
Ge 2.19771 0.35557 -0.55970
C 3.07844 2.00957 -1.31493
C 3.07684 3.12433 -0.48823
C 3.67137 4.29278 -0.93627
C 4.22203 4.35198 -2.20462
C 4.18891 3.24683 -3.03997
C 3.62217 2.06447 -2.58702
C 2.06454 0.76903 1.43036
C 0.83870 1.21174 1.90687
C 0.74655 1.70354 3.19914
C 1.86948 1.73218 4.00979
C 3.08560 1.26862 3.53805
C 3.18339 0.77001 2.24657
H 6.85157 -0.59780 -0.81163
H 6.28177 -0.26637 0.82526
H 5.91035 0.85872 -0.49629
H 4.35122 -2.96422 -2.51808
H 4.91530 -1.42786 -3.17847
H 3.18746 -1.70242 -2.91274
H 4.81073 -3.36564 0.71567
H 3.11555 -3.31769 0.22941
H 3.66996 -2.37378 1.62645
H 2.63334 3.08536 0.49681
H 3.69420 5.14700 -0.27800
H 4.69229 5.26085 -2.54615
H 4.60692 3.29170 -4.03497
H 3.61766 1.19183 -3.22792
H -0.03443 1.19016 1.26603
H -0.19841 2.07352 3.56681
H 1.79826 2.11906 5.01573
H 3.96242 1.29486 4.16765
H 4.14121 0.41910 1.88130
N 0.01343 3.44742 -2.51757
C 0.30800 2.61922 -3.55575
C -0.00310 1.36199 -3.13575
N -0.47919 1.42754 -1.85285
C -0.46338 2.70483 -1.51475
H 0.13204 4.45279 -2.52348
H 0.69747 2.96511 -4.49101
H 0.06032 0.43507 -3.66807
H -0.78165 3.09329 -0.56780
*
```